The following is a DFT calculation (ωB97M-V/def2-TZVPD) of a 9-piece molecular cluster, C72H159N9O6 overall in a non-equilibrium geometry.

lowest unoccupied orbital energy	0.602	eV
F_max	3.565	eV/Å
SMILES	CC1(C)CCCC(C)(C)N1O.CC1(C)CCCC(C)(C)N1O.CC1(C)CCCC(C)(C)N1O.CC1(C)CCCC(C)(C)N1O.CC1(C)CCCC(C)(C)N1O.CC1(C)CCCC(C)(C)N1O.CCN(CC)CC.CCN(CC)CC.CCN(CC)CC
HOMO-LUMO gap	8.671	eV
HOMO energy	-8.1	eV
electronic energy	-3782.57177	Ha

Each line ends with the Löwdin charge.
Cartesian coordinates (Å):
C  14.98  18.77  9.44  -0.056
C  15.10  18.60  10.92  -0.501
C  13.94  19.37  11.62  -0.140
C  13.91  19.10  13.11  -0.177
C  13.64  17.59  13.27  -0.113
C  14.68  16.65  12.51  -0.445
N  14.78  17.19  11.16  -0.086
O  15.77  16.44  10.46  -0.048
C  16.01  16.65  13.41  0.002
C  14.08  15.20  12.49  -0.016
C  16.53  19.18  11.39  -0.003
H  13.96  18.42  9.22  0.102
H  15.75  18.29  8.81  0.089
H  15.07  19.85  9.23  0.089
H  13.91  20.43  11.29  0.130
H  13.05  18.93  11.18  0.113
H  13.28  19.75  13.67  0.093
H  14.92  19.38  13.48  0.092
H  12.64  17.34  12.83  0.125
H  13.54  17.31  14.31  0.101
H  16.88  16.24  12.88  0.066
H  16.33  17.63  13.68  0.043
H  15.72  16.09  14.29  0.053
H  13.79  14.93  13.52  0.073
H  13.18  15.33  11.88  0.088
H  14.80  14.53  12.04  0.072
H  16.58  19.43  12.45  0.050
H  16.83  20.03  10.75  0.091
H  17.35  18.51  11.15  0.046
H  16.62  16.61  10.88  0.045
C  24.54  16.04  19.05  -0.029
C  24.80  14.58  18.65  -0.495
C  24.27  13.52  19.62  -0.146
C  22.77  13.51  19.60  -0.176
C  22.27  13.15  18.20  -0.117
C  22.80  14.11  17.10  -0.486
N  24.27  14.22  17.31  -0.103
O  24.73  15.18  16.39  -0.026
C  22.75  13.44  15.74  -0.037
C  22.03  15.47  17.11  0.000
C  26.34  14.30  18.59  -0.031
H  23.66  16.16  19.71  0.059
H  24.46  16.75  18.19  0.096
H  25.36  16.40  19.69  0.082
H  24.66  12.58  19.25  0.121
H  24.72  13.60  20.60  0.122
H  22.27  14.47  19.96  0.114
H  22.34  12.78  20.30  0.094
H  21.20  13.28  18.19  0.094
H  22.57  12.15  17.95  0.118
H  21.70  13.22  15.57  0.061
H  23.02  14.17  14.98  0.068
H  23.35  12.52  15.71  0.099
H  20.93  15.29  17.00  0.080
H  22.23  15.99  18.08  0.070
H  22.37  16.12  16.34  0.057
H  26.62  13.46  17.97  0.081
H  26.67  14.14  19.57  0.061
H  26.81  15.19  18.15  0.084
H  25.50  14.76  16.03  0.092
C  13.51  9.66  16.25  -0.043
C  12.49  9.77  17.40  -0.478
C  13.38  9.75  18.67  -0.132
C  12.62  10.35  19.88  -0.153
C  11.93  11.74  19.61  -0.111
C  11.14  11.77  18.29  -0.490
N  11.94  11.13  17.23  -0.134
O  11.34  11.31  15.99  -0.034
C  9.77  11.09  18.57  -0.020
C  11.00  13.27  17.87  -0.021
C  11.50  8.55  17.44  -0.012
H  14.13  10.56  16.16  0.071
H  13.09  9.53  15.29  0.064
H  14.18  8.81  16.40  0.087
H  13.71  8.71  18.88  0.128
H  14.32  10.31  18.42  0.105
H  13.22  10.56  20.75  0.080
H  11.98  9.51  20.12  0.093
H  12.73  12.52  19.61  0.114
H  11.22  11.90  20.42  0.113
H  9.16  10.95  17.66  0.080
H  9.87  10.13  19.03  0.054
H  9.14  11.67  19.23  0.082
H  10.36  13.37  16.98  0.089
H  10.64  13.86  18.70  0.079
H  11.98  13.63  17.63  0.054
H  11.11  8.38  18.45  0.067
H  12.05  7.66  17.14  0.081
H  10.66  8.68  16.79  0.065
H  10.45  10.85  15.96  0.120
C  20.23  14.75  13.20  -0.015
C  20.93  14.97  11.81  -0.521
C  21.95  13.85  11.42  -0.115
C  21.37  12.65  10.65  -0.168
C  20.39  13.12  9.53  -0.136
C  19.30  14.01  10.11  -0.477
N  20.04  15.11  10.74  -0.108
O  19.15  16.13  11.14  -0.057
C  18.47  14.57  8.92  -0.037
C  18.25  13.32  11.08  -0.004
C  21.74  16.30  11.98  -0.013
H  21.01  14.87  13.92  0.049
H  19.80  13.75  13.31  0.077
H  19.58  15.64  13.33  0.063
H  22.63  14.37  10.74  0.113
H  22.46  13.56  12.36  0.121
H  20.84  12.05  11.41  0.105
H  22.09  11.94  10.22  0.108
H  19.97  12.17  9.11  0.128
H  20.89  13.62  8.67  0.125
H  18.04  13.77  8.28  0.096
H  17.56  15.12  9.32  0.079
H  18.95  15.27  8.26  0.072
H  18.58  12.48  11.63  0.051
H  17.80  14.19  11.67  0.096
H  17.45  12.98  10.45  0.064
H  22.56  16.00  12.64  0.085
H  21.10  17.03  12.45  0.048
H  22.16  16.68  11.03  0.098
H  19.18  16.73  10.39  0.099
C  13.60  20.00  20.72  -0.027
C  13.80  20.18  19.14  -0.455
C  12.95  21.35  18.48  -0.115
C  13.29  21.51  16.98  -0.164
C  14.76  21.92  17.02  -0.163
C  15.79  20.99  17.64  -0.465
N  15.18  20.66  18.96  -0.081
O  16.01  19.65  19.54  -0.065
C  16.29  19.78  16.81  -0.019
C  17.10  21.85  17.91  -0.013
C  13.51  18.82  18.49  -0.028
H  13.84  20.88  21.33  0.080
H  14.22  19.17  21.12  0.074
H  12.66  19.56  21.03  0.066
H  11.84  21.23  18.55  0.127
H  13.24  22.18  19.06  0.095
H  12.72  22.34  16.54  0.112
H  13.06  20.60  16.39  0.103
H  14.88  22.86  17.47  0.099
H  15.09  22.12  15.98  0.127
H  17.22  19.37  17.20  0.060
H  15.52  19.03  16.74  0.068
H  16.57  20.22  15.87  0.067
H  17.97  21.32  18.32  0.047
H  17.43  22.17  16.90  0.084
H  16.80  22.76  18.43  0.078
H  12.62  18.34  18.93  0.094
H  14.34  18.17  18.60  0.044
H  13.28  19.04  17.45  0.061
H  16.67  20.12  20.07  0.059
C  20.37  11.92  22.26  -0.026
C  19.15  12.74  22.74  -0.514
C  19.26  14.11  21.99  -0.117
C  19.03  14.01  20.47  -0.157
C  17.60  13.47  20.24  -0.125
C  17.38  12.13  20.99  -0.503
N  17.84  12.22  22.40  -0.082
O  17.76  10.92  23.03  -0.038
C  15.86  11.87  21.11  -0.036
C  18.01  11.05  20.17  -0.036
C  19.28  12.90  24.25  -0.033
H  20.28  10.92  22.67  0.087
H  21.29  12.39  22.53  0.075
H  20.39  11.89  21.17  0.046
H  18.68  14.90  22.46  0.114
H  20.26  14.52  22.11  0.097
H  19.72  13.29  20.04  0.072
H  19.16  14.97  19.93  0.096
H  17.40  13.23  19.16  0.109
H  16.93  14.21  20.59  0.102
H  15.41  12.45  21.91  0.080
H  15.27  12.29  20.25  0.070
H  15.64  10.77  21.23  0.097
H  18.06  10.11  20.74  0.095
H  17.53  10.77  19.26  0.075
H  19.03  11.30  19.95  0.060
H  18.40  13.41  24.60  0.077
H  20.17  13.53  24.48  0.103
H  19.35  11.97  24.77  0.071
H  17.02  11.14  23.66  0.126
C  19.74  17.61  15.22  -0.092
C  19.23  18.64  14.22  -0.252
N  20.15  19.74  14.05  -0.190
C  20.43  20.48  15.27  -0.261
C  21.82  21.09  15.20  -0.081
C  19.80  20.55  12.89  -0.240
C  20.13  19.83  11.58  -0.086
H  19.41  16.63  14.98  0.020
H  19.55  17.80  16.32  0.085
H  20.81  17.62  15.15  0.071
H  19.18  18.10  13.30  0.081
H  18.21  18.86  14.53  0.096
H  19.69  21.32  15.40  0.122
H  20.34  19.87  16.15  0.089
H  21.93  21.58  16.18  0.072
H  22.63  20.37  15.01  0.086
H  21.79  21.82  14.40  0.054
H  20.39  21.45  12.91  0.096
H  18.72  20.81  13.02  0.122
H  21.18  19.50  11.54  0.073
H  20.14  20.60  10.74  0.089
H  19.45  18.99  11.29  0.048
C  16.81  16.39  17.85  -0.065
C  17.39  15.69  16.63  -0.254
N  16.83  14.34  16.54  -0.166
C  17.47  13.41  15.58  -0.229
C  18.70  12.76  16.23  -0.069
C  15.34  14.28  16.42  -0.218
C  14.88  13.15  17.34  -0.078
H  15.74  16.67  17.70  0.061
H  17.38  17.32  18.01  0.058
H  16.95  15.72  18.69  0.059
H  17.29  16.34  15.75  0.083
H  18.48  15.62  16.76  0.092
H  17.80  13.86  14.59  0.114
H  16.80  12.64  15.29  0.091
H  18.41  12.36  17.21  0.066
H  19.53  13.43  16.31  0.026
H  19.02  11.96  15.56  0.073
H  14.88  15.25  16.81  0.116
H  15.01  14.10  15.38  0.096
H  13.85  12.89  17.16  0.039
H  15.48  12.24  17.18  0.066
H  14.98  13.42  18.37  0.052
C  20.92  17.24  20.84  -0.081
C  19.59  17.97  21.04  -0.252
N  19.71  19.21  21.82  -0.171
C  18.37  19.71  22.14  -0.256
C  17.66  18.80  23.12  -0.085
C  20.57  20.20  21.19  -0.255
C  20.31  20.46  19.72  -0.080
H  21.39  16.98  21.80  0.089
H  21.69  17.88  20.41  0.059
H  20.77  16.38  20.20  0.039
H  19.09  18.15  20.05  0.115
H  18.84  17.37  21.56  0.090
H  18.53  20.64  22.68  0.113
H  17.72  19.99  21.32  0.079
H  16.95  19.34  23.74  0.066
H  17.21  17.90  22.65  0.079
H  18.40  18.48  23.85  0.080
H  21.61  19.93  21.34  0.109
H  20.42  21.13  21.78  0.118
H  20.95  21.23  19.33  0.073
H  19.26  20.74  19.51  0.047
H  20.59  19.53  19.19  0.067